Record 1
Density functional theory data (the ωB97M-V functional and the def2-TZVPD basis) for an isolated molecule of C5H8N4S.

Computed properties:
HOMO (alpha / beta): -7.95 / -7.95 eV
E: -812.34334 a.u.
Relative energy (zero: lowest compared OMol25 entry of this formula, charge and spin): 151.9 kcal/mol
Largest force on an atom: 0.07608 Eh/bohr
HOMO-LUMO gap (alpha / beta): 7.85 / 7.85 eV
LUMO (alpha / beta): -0.1 / -0.1 eV

Structure (ORCA input):
```
! wB97M-V def2-TZVPD RIJCOSX def2/J DEFGRID3
* xyz 0 1
C -0.57837 0.33897 1.51248
C 2.18400 0.32474 0.12022
C -0.00392 -0.04584 -1.59249
C 1.19019 -0.59264 -2.36009
C -1.69456 0.84041 2.40881
N 0.67620 0.36743 1.93706
N 1.51626 0.10773 1.04165
N -1.09662 -0.22487 0.47039
N -0.13955 -0.85857 -0.37177
S 2.69887 -0.32035 -1.48837
H -0.01230 0.98789 -1.17140
H -0.98678 -0.22146 -2.02938
H 1.04723 -1.64677 -2.43356
H 1.40711 -0.11694 -3.33583
H -1.57468 1.91353 2.45324
H -2.60230 0.51271 2.01443
H -1.44830 0.42743 3.43646
H -0.58246 -1.79340 -0.61183
*
```

Charges computed using Löwdin, reported in e:
1 C -0.457
2 C -0.299
3 C -0.276
4 C -0.491
5 C -0.030
6 N 0.087
7 N -0.038
8 N 0.026
9 N -0.159
10 S 0.901
11 H 0.128
12 H 0.110
13 H 0.061
14 H 0.083
15 H 0.068
16 H 0.043
17 H 0.099
18 H 0.143

Record 2
Density functional theory data (the ωB97M-V functional and the def2-TZVPD basis) for a cluster of 7 separate species, C4H21NO6 in total.

Computed properties:
HOMO (alpha / beta): 0.14 / -5.47 eV
E: -671.13846 a.u.
Relative energy (zero: lowest compared OMol25 entry of this formula, charge and spin): 1.2 kcal/mol
Largest force on an atom: 0.07457 Eh/bohr
HOMO-LUMO gap (alpha / beta): 2.81 / 8.30 eV
LUMO (alpha / beta): 2.9 / 2.8 eV

Structure (ORCA input):
```
! wB97M-V def2-TZVPD RIJCOSX def2/J DEFGRID3
* xyz -1 2
C -2.99135 -0.39457 1.74996
C -1.43945 -0.46806 1.69067
C -0.96564 -1.32300 0.52877
C -1.28250 -2.60112 0.44874
N -0.14296 -0.66086 -0.31643
H -3.32122 -0.12351 2.76554
H -3.34892 0.30918 1.02198
H -3.43593 -1.33887 1.51489
H -1.08010 0.55361 1.77297
H -1.04333 -0.76772 2.68969
H -1.84864 -3.14005 1.24448
H -1.06669 -3.26167 -0.31902
H 0.50383 0.05455 0.15989
H 0.25916 -1.14862 -1.04906
H 4.13055 0.51779 0.59985
H 4.18390 -0.98559 0.40325
O 3.58192 -0.15699 0.22340
H 0.50476 3.25406 -0.72037
H 0.70282 3.07093 0.72177
O 1.12861 2.88445 -0.10716
H -1.32916 -1.02299 -2.40680
H -2.34786 -0.29222 -3.35371
O -1.87967 -1.10506 -3.15963
H 2.75018 1.91870 -1.39956
H 3.14053 0.50925 -1.71287
O 3.03508 1.35320 -2.12627
H -0.87398 1.08336 -2.14913
H 0.30555 1.65746 -2.94074
O -0.68629 1.64698 -2.92642
H 1.02999 -0.08385 2.94170
H 2.34543 -0.23933 2.03861
O 1.48138 0.30056 2.17102
*
```

Charges computed using Löwdin, reported in e:
1 C -0.103
2 C -0.228
3 C -0.472
4 C 0.004
5 N 0.091
6 H 0.068
7 H 0.059
8 H 0.044
9 H 0.078
10 H 0.099
11 H 0.069
12 H 0.020
13 H 0.095
14 H 0.053
15 H -0.042
16 H 0.017
17 O -0.338
18 H 0.017
19 H 0.020
20 O -0.068
21 H -0.038
22 H 0.027
23 O -0.049
24 H -0.020
25 H -0.042
26 O -0.117
27 H 0.004
28 H 0.045
29 O -0.102
30 H 0.009
31 H 0.026
32 O -0.229

Record 3
Density functional theory data (the ωB97M-V functional and the def2-TZVPD basis) for a cluster of 2 separate species, C4H12 in total.

Computed properties:
HOMO: -11.18 eV
E: -159.54283 a.u.
Relative energy (zero: lowest compared OMol25 entry of this formula, charge and spin): 26.4 kcal/mol
SMILES string: CC.CC
Largest force on an atom: 0.06718 Eh/bohr
HOMO-LUMO gap: 12.31 eV
LUMO: 1.1 eV

Structure (ORCA input):
```
! wB97M-V def2-TZVPD RIJCOSX def2/J DEFGRID3
* xyz 0 1
C 0.83053 -2.38741 1.14237
C 0.27948 -1.23529 2.00902
H 1.73947 -2.07489 0.75332
H 1.12496 -3.22942 1.70403
H 0.04700 -2.92093 0.48718
H 0.99768 -0.83797 2.72787
H -0.53347 -1.86101 2.58496
H -0.25603 -0.39929 1.46140
C -0.41754 1.22095 -1.22466
C -0.63170 2.53086 -2.04708
H -1.04279 1.40339 -0.39312
H -0.58767 0.26529 -1.78771
H 0.52630 1.13529 -0.83731
H -0.43834 2.23582 -3.07542
H -0.00294 3.28844 -1.65891
H -1.63495 2.86616 -1.84594
*
```

Charges computed using Löwdin, reported in e:
1 C -0.190
2 C -0.168
3 H 0.027
4 H 0.033
5 H 0.100
6 H 0.053
7 H 0.090
8 H 0.058
9 C -0.164
10 C -0.142
11 H 0.038
12 H 0.087
13 H 0.019
14 H 0.061
15 H 0.046
16 H 0.053

Record 4
Density functional theory data (the ωB97M-V functional and the def2-TZVPD basis) for a structure of composition C41H41FN4O3P2Rh.

Computed properties:
HOMO (alpha / beta): -15.11 / -15.11 eV
E: -2923.90493 a.u.
Largest force on an atom: 0.07713 Eh/bohr
HOMO-LUMO gap (alpha / beta): 5.41 / 5.41 eV
LUMO (alpha / beta): -9.7 / -9.7 eV

Structure (ORCA input):
```
! wB97M-V def2-TZVPD RIJCOSX def2/J DEFGRID3
* xyz 3 1
Rh -0.16820 -0.14250 -0.21840
C 2.01390 -3.57840 -0.11550
N 1.36950 -2.46280 -0.78930
P -0.34260 -2.46810 -0.89830
C -0.68900 -4.09200 -1.66930
C -0.15810 -4.29710 -2.94130
C -0.39650 -5.50130 -3.57750
C -1.16820 -6.47420 -2.96100
C -1.68820 -6.26300 -1.69470
C -1.45230 -5.06370 -1.03830
C -0.68000 -1.27120 -2.26810
C 0.21900 -0.84700 -3.25990
C -0.20330 0.04120 -4.23170
C -1.51150 0.50460 -4.23930
C -2.43070 0.02250 -3.31780
C -2.02540 -0.85270 -2.32700
P 2.09800 -0.87190 -0.71980
C 3.45470 -1.10230 -1.91290
C 4.42290 -0.09880 -1.95650
C 5.50970 -0.22870 -2.80140
C 5.62390 -1.34370 -3.62030
C 4.65660 -2.33780 -3.58420
C 3.56110 -2.21530 -2.74800
C 2.96250 -0.64960 0.86140
C 4.05110 -1.43530 1.23520
C 4.68110 -1.19340 2.44210
C 4.24770 -0.16160 3.26310
C 3.20320 0.65820 2.86470
C 2.55660 0.41630 1.66700
H 1.45850 -4.49290 -0.32650
H 2.07280 -3.43820 0.96670
H 3.02640 -3.69080 -0.50020
H 0.42460 -3.52750 -3.42660
H 0.02330 -5.67960 -4.55640
H -1.36490 -7.40420 -3.47190
H -2.27510 -7.03070 -1.21530
H -1.86090 -4.89270 -0.05250
H 1.23770 -1.21340 -3.27350
H 0.48730 0.37600 -4.98950
H -1.81930 1.23160 -4.97350
H -3.46440 0.32480 -3.37730
H -2.73900 -1.24720 -1.60890
H 4.31600 0.77010 -1.32120
H 6.26770 0.53860 -2.83380
H 6.46410 -1.43520 -4.29160
H 4.75730 -3.20690 -4.21650
H 2.80720 -2.99030 -2.73730
H 4.41890 -2.20900 0.58000
H 5.51190 -1.80960 2.74860
H 4.74270 0.01990 4.20490
H 2.90100 1.48250 3.49350
H 1.74790 1.06700 1.34350
C -4.64740 5.34520 3.36160
C -3.23700 5.63980 2.86310
N -2.77170 4.63260 1.91500
C -2.10350 3.58530 2.40090
C -1.61580 2.54570 1.65000
C -0.87360 1.43830 2.43520
O -0.60960 1.69220 3.58800
O -0.63670 0.38650 1.77810
C -1.77700 2.53490 0.23940
O -1.33900 1.67540 -0.57040
C -2.50900 3.67990 -0.27090
C -2.70010 3.78500 -1.65080
C -3.35010 4.84970 -2.20130
F -3.41910 4.85140 -3.54890
C -3.90990 5.89330 -1.41610
C -3.72110 5.76030 -0.03580
C -3.01440 4.70450 0.55820
N -4.61740 6.93430 -1.97880
C -4.76790 7.02780 -3.43160
C -5.65840 8.19790 -3.83760
N -6.81740 8.25280 -2.91690
C -6.38570 8.55020 -1.51400
C -4.90450 8.19060 -1.32420
H -4.96160 6.13020 4.04310
H -4.66660 4.40530 3.90550
H -5.36480 5.28590 2.54790
H -2.55630 5.63920 3.71550
H -3.17960 6.62340 2.39740
H -1.91330 3.55250 3.46620
H -2.30020 3.01480 -2.29130
H -4.13400 6.51170 0.61140
H -5.22740 6.10440 -3.79350
H -3.79960 7.14750 -3.93400
H -6.00170 8.03630 -4.85960
H -5.13180 9.15140 -3.81400
H -7.28220 7.33680 -2.94370
H -7.50020 8.94910 -3.23820
H -7.01810 7.97920 -0.83310
H -6.52030 9.61300 -1.31060
H -4.69010 8.15420 -0.25970
H -4.27560 8.98160 -1.74810
*
```

Charges computed using Löwdin, reported in e:
1 Rh 0.905
2 C -0.126
3 N -0.510
4 P 1.044
5 C -0.352
6 C -0.079
7 C -0.040
8 C -0.031
9 C -0.040
10 C -0.074
11 C -0.451
12 C -0.084
13 C -0.024
14 C -0.013
15 C -0.044
16 C -0.089
17 P 1.062
18 C -0.345
19 C -0.072
20 C -0.037
21 C -0.026
22 C -0.038
23 C -0.094
24 C -0.351
25 C -0.081
26 C -0.037
27 C -0.027
28 C -0.038
29 C -0.099
30 H 0.086
31 H 0.094
32 H 0.081
33 H 0.096
34 H 0.122
35 H 0.124
36 H 0.123
37 H 0.115
38 H 0.078
39 H 0.125
40 H 0.125
41 H 0.123
42 H 0.123
43 H 0.116
44 H 0.122
45 H 0.125
46 H 0.121
47 H 0.094
48 H 0.108
49 H 0.122
50 H 0.123
51 H 0.121
52 H 0.079
53 C -0.046
54 C -0.168
55 N -0.011
56 C 0.055
57 C -0.005
58 C -0.605
59 O 0.104
60 O -0.111
61 C -0.282
62 O -0.090
63 C -0.052
64 C 0.082
65 C -0.175
66 F 0.059
67 C -0.117
68 C 0.073
69 C -0.104
70 N -0.071
71 C -0.120
72 C -0.089
73 N 0.075
74 C -0.062
75 C -0.116
76 H 0.089
77 H 0.087
78 H 0.075
79 H 0.135
80 H 0.120
81 H 0.159
82 H 0.125
83 H 0.093
84 H 0.136
85 H 0.148
86 H 0.151
87 H 0.145
88 H 0.195
89 H 0.199
90 H 0.144
91 H 0.147
92 H 0.126
93 H 0.141

Record 5
Density functional theory data (the ωB97M-V functional and the def2-TZVPD basis) for an isolated molecule of C3H7N3O2.

Computed properties:
HOMO: -9.74 eV
E: -433.20771 a.u.
Relative energy (zero: lowest compared OMol25 entry of this formula, charge and spin): 72.2 kcal/mol
SMILES string: [H]/N=C(/N)ONC(C)=O
Largest force on an atom: 0.06016 Eh/bohr
HOMO-LUMO gap: 10.42 eV
LUMO: 0.7 eV

Structure (ORCA input):
```
! wB97M-V def2-TZVPD RIJCOSX def2/J DEFGRID3
* xyz 0 1
H -0.63181 -1.81770 1.09838
N -1.39784 -1.15653 0.99625
C -1.35539 -0.44500 -0.02479
N -2.18526 0.59217 -0.24635
O -0.40239 -0.48959 -1.00945
N 0.74944 -1.16532 -0.45932
C 1.81412 -0.20633 -0.18355
C 1.30216 1.20945 0.26236
O 2.95358 -0.49850 0.09518
H -2.36736 0.78280 -1.20194
H -3.01812 0.67532 0.35247
H 0.98897 -1.96723 -0.97418
H 2.15353 1.59585 0.90131
H 0.95142 1.85855 -0.56531
H 0.44495 1.03206 0.95896
*
```

Charges computed using Löwdin, reported in e:
1 H 0.053
2 N 0.145
3 C -0.642
4 N 0.148
5 O -0.033
6 N 0.078
7 C -0.424
8 C 0.004
9 O 0.071
10 H 0.089
11 H 0.126
12 H 0.124
13 H 0.100
14 H 0.084
15 H 0.078

Record 6
Density functional theory data (the ωB97M-V functional and the def2-TZVPD basis) for an isolated molecule of C4H7NO2.

Computed properties:
HOMO: -10.35 eV
E: -361.83800 a.u.
Relative energy (zero: lowest compared OMol25 entry of this formula, charge and spin): 26.9 kcal/mol
SMILES string: C/N=C/OC(C)=O
Largest force on an atom: 0.01170 Eh/bohr
HOMO-LUMO gap: 11.31 eV
LUMO: 1.0 eV

Structure (ORCA input):
```
! wB97M-V def2-TZVPD RIJCOSX def2/J DEFGRID3
* xyz 0 1
C -1.90623 -1.35040 0.56123
N -0.86064 -0.54382 -0.03423
C -0.79904 0.66552 0.30478
O 0.10418 1.54340 -0.19063
C 1.16882 1.09499 -0.98074
C 2.10845 0.14040 -0.30183
O 1.33058 1.59238 -2.05400
H -2.54385 -0.79999 1.27079
H -2.54184 -1.75624 -0.23230
H -1.45520 -2.19990 1.08421
H -1.46904 1.17895 1.00274
H 2.71404 0.70919 0.41331
H 2.76298 -0.29740 -1.05578
H 1.56533 -0.63936 0.23223
*
```

Charges computed using Löwdin, reported in e:
1 C -0.129
2 N 0.010
3 C -0.234
4 O 0.039
5 C -0.481
6 C 0.012
7 O 0.148
8 H 0.074
9 H 0.078
10 H 0.076
11 H 0.145
12 H 0.098
13 H 0.093
14 H 0.070

- Which of these has the lowest largest force on an atom?
  C4H7NO2